1.
8
Properties=species:S:1:pos:R:3 method="wB97M-V/def2-TZVPD" de_lowest_kcal_mol=81.11 homo_ev="-8.89 / -8.99"
P -2.112 -0.909 0.737
O -1.901 -2.123 -0.076
N -1.118 0.508 0.169
N -0.030 0.532 -0.351
C 1.200 0.169 -0.272
H -3.527 -0.392 0.598
H 1.890 0.712 -0.856
H 1.548 -0.637 0.301



2.
103
Properties=species:S:1:pos:R:3 method="wB97M-V/def2-TZVPD" charge=+1 s_squared=0.7572 multiplicity=2 de_lowest_kcal_mol=24.71 homo_ev="-9.70 / -9.71"
Ir 0.297 0.643 0.145
Te 3.853 3.682 -1.468
S -1.512 -1.141 -0.693
P 1.573 0.902 -1.812
P 2.298 1.538 0.667
O -2.577 3.106 -2.669
O -1.026 1.746 -0.908
O 1.035 -0.759 1.487
N 0.232 -3.034 0.057
N -0.330 0.328 2.998
N -0.744 1.001 1.853
N 5.538 2.318 -5.854
C -0.857 -2.715 -0.677
C 0.781 1.392 -4.457
C -1.427 -3.772 -1.427
C 0.791 -4.265 0.103
C 2.349 -2.074 3.550
C 0.575 -1.412 5.045
C 1.147 -2.170 6.052
C -3.870 4.415 0.484
C 4.862 0.839 1.423
C 3.591 -0.974 0.490
C -1.941 2.547 -0.397
C 4.291 -1.445 -3.777
C 5.980 0.019 1.496
C 1.681 3.950 1.773
C 2.799 2.423 3.277
C 2.318 -2.879 5.815
C 2.919 -2.829 4.565
C 4.321 2.838 -5.737
C 0.578 -0.542 2.715
C 6.272 2.213 -4.749
C 3.722 -0.368 -3.114
C 2.410 -0.452 -2.665
C -2.227 2.705 0.977
C 3.650 0.344 0.943
C -3.655 4.201 -0.881
C -0.053 3.508 -5.239
C 2.643 3.340 4.306
C 4.712 -1.785 0.549
C 0.866 1.897 -3.164
C 3.551 -2.601 -3.989
C 0.033 4.017 -3.948
C 2.329 2.734 2.004
C -0.880 -5.023 -1.394
C -2.739 3.274 -1.321
C 1.669 -1.616 -2.868
C 5.822 2.597 -3.493
C 3.773 3.264 -4.532
C 5.905 -1.295 1.066
C 1.174 -1.363 3.787
C 1.544 4.866 2.801
C -2.900 1.806 -3.173
C 0.262 -5.291 -0.613
C 2.028 4.559 4.067
C 2.242 -2.689 -3.535
C 0.477 3.214 -2.915
C 4.539 3.120 -3.388
C 2.764 2.055 -0.990
C -3.185 3.653 1.392
C -1.647 1.893 2.013
C 0.314 2.196 -5.491
H -1.329 -5.819 -1.975
H -2.082 1.105 -3.012
H 2.762 -3.470 6.605
H 4.298 0.533 -2.940
H 4.946 1.872 1.736
H 0.517 3.609 -1.908
H -2.013 2.025 3.027
H 1.913 5.271 4.875
H 4.653 -2.802 0.183
H 5.312 -1.383 -4.131
H 6.910 0.414 1.882
H 2.823 -2.019 2.578
H -4.595 5.145 0.814
H 6.461 2.475 -2.627
H 3.997 -3.438 -4.510
H 0.702 -6.276 -0.571
H 2.777 3.684 -4.506
H -0.415 4.136 -6.044
H 2.676 -1.363 0.075
H 0.670 -2.268 0.591
H 1.267 4.168 0.793
H -3.803 1.420 -2.693
H 1.052 5.812 2.620
H -0.273 5.035 -3.743
H 0.678 -2.211 7.026
H 3.836 -3.373 4.379
H -0.336 -0.856 5.216
H -3.084 1.928 -4.238
H -4.214 4.748 -1.629
H -2.303 -3.550 -2.020
H 1.658 -4.359 0.743
H 0.647 -1.668 -2.505
H 6.777 -1.934 1.120
H 3.001 3.097 5.297
H 7.267 1.799 -4.869
H 3.745 2.922 -6.652
H 3.262 1.464 3.474
H 1.668 -3.592 -3.701
H -3.377 3.761 2.452
H 1.090 0.378 -4.675
H 0.249 1.794 -6.494



3.
18
Properties=species:S:1:pos:R:3 method="wB97M-V/def2-TZVPD" charge=-1 de_lowest_kcal_mol=104.83 homo_ev=-2.31
O 1.647 2.326 1.005
O -2.867 -0.450 -1.516
N -0.626 -0.604 -2.119
C 2.009 1.031 1.179
C -0.335 0.047 0.821
C 1.096 0.140 0.291
C -1.671 -0.596 -1.305
C -1.293 -1.012 0.163
H 1.546 -0.873 0.343
H 1.856 0.759 2.261
H 1.227 0.584 -0.692
H -2.087 -0.985 0.904
H 3.064 0.772 0.935
H -0.814 0.940 0.394
H -0.271 0.011 1.905
H -0.874 -2.006 -0.019
H -0.950 -0.413 -3.071
H -0.656 0.330 -1.477